[1]
C4H9N3 as an isolated structure, computed with ωB97M-V/def2-TZVPD.

Geometry as XYZ:
```
16
Properties=species:S:1:pos:R:3:mulliken_charge:R:1
N -1.44 -0.49 -0.29 -0.200
H -3.09 1.06 -0.93 0.232
H -2.17 0.71 1.24 0.287
H 0.14 1.56 -0.55 0.244
N 0.65 -1.50 -0.28 -0.690
H -3.71 -0.85 0.41 0.248
N 0.55 0.67 -0.07 -0.279
H -1.84 -1.45 -0.01 0.277
H 2.46 1.46 0.72 0.175
C -0.15 -0.50 -0.26 0.355
H 2.78 -1.25 -0.33 0.393
H 2.41 1.14 -1.15 0.260
H 2.05 -0.73 1.38 0.213
C 2.01 -0.78 0.18 -0.428
C -2.68 0.24 0.10 -0.712
C 2.03 0.71 -0.17 -0.378
```

Values from the calculation:
- energy (Ha) = -321.8375
- HOMO (eV) = -8.0230
- relative energy (zero: lowest compared OMol25 entry of this formula, charge and spin) (kJ/mol) = 663.7
- molar mass (g/mol) = 99.1
- lowest unoccupied orbital energy (eV) = 0.2

---

[2]
A 6-piece molecular cluster, C26H59NO14 overall, computed with ωB97M-V/def2-TZVPD.

Geometry as XYZ:
```
100
Properties=species:S:1:pos:R:3:mulliken_charge:R:1
H 3.27 -2.68 -1.15 0.329
C 2.42 -3.11 6.50 -0.372
H 3.81 -0.51 -2.27 0.372
H 2.78 2.07 -5.48 0.359
O 1.72 -2.01 7.05 -0.375
C -3.72 -0.91 6.11 0.721
O 1.30 5.08 -5.50 -0.388
H 2.21 -0.53 -1.48 0.259
H 2.44 -3.89 7.26 0.387
H 0.41 3.79 -3.43 0.353
C 2.64 -3.00 -1.98 -0.605
H 0.63 2.12 -2.85 0.280
H 0.58 -0.40 6.54 0.281
H 0.00 -1.53 -2.54 0.523
O -2.45 -3.70 2.84 -0.451
C -3.78 -3.84 -0.11 -0.631
H 3.01 5.42 -13.14 0.249
H 4.35 -3.65 5.77 0.385
H -5.30 -4.38 6.40 0.192
C 4.12 -0.47 5.53 -0.724
O -4.16 -2.70 0.65 -0.381
H 1.53 4.55 -12.67 0.323
C 2.74 -0.68 -2.42 -0.525
H 2.44 6.76 -5.09 0.313
H 2.37 0.05 -3.15 0.077
H 3.15 -3.85 -2.47 0.388
H 1.38 3.47 -1.98 0.252
C 1.11 3.09 -2.96 -0.731
O 0.62 -2.44 -0.77 -0.265
C -1.48 -2.53 8.24 -0.826
H -6.69 -4.80 7.46 0.349
C 0.86 -1.36 6.12 -0.655
O 3.89 -1.79 5.08 -0.365
C -4.61 -3.03 1.95 -0.744
H 1.44 -4.30 -0.79 0.371
H -0.66 -3.87 1.88 0.246
H -5.46 0.06 8.41 0.338
H -3.21 -1.78 3.01 0.302
O 2.01 6.24 -11.57 -0.372
H 1.06 2.41 -5.28 0.371
O -3.12 -1.10 7.32 -0.323
O 2.52 -1.98 -2.95 -0.374
H -3.98 -3.03 3.99 -0.027
C -5.90 -4.09 7.25 -0.959
H 5.17 -0.34 5.80 0.331
C -6.48 -2.74 6.92 0.513
C -6.24 -0.62 8.08 -1.009
H -0.63 -3.14 8.02 0.258
C 1.52 5.94 -10.27 -0.592
N -5.62 -1.62 7.25 0.225
H -2.74 -3.03 6.63 0.288
H -1.26 -2.42 -1.64 0.020
H 1.35 -1.20 5.16 0.440
H -0.64 -0.87 -1.03 0.245
H 4.50 6.43 -10.85 0.350
H 2.10 6.00 -8.22 0.150
H 5.45 5.06 -10.24 0.261
H 2.90 7.22 -9.22 0.357
H -1.63 -2.49 1.34 0.372
H 3.49 -0.23 6.39 0.302
H 0.68 -3.83 -2.31 0.347
H -5.24 -3.98 8.10 0.361
H 0.95 6.57 -4.16 0.260
C 2.26 4.10 -5.87 -0.286
C 2.06 2.81 -5.11 -0.605
H -6.62 -1.09 8.98 0.343
H -0.04 -1.96 5.97 0.129
C 1.80 6.03 -4.58 -0.723
H 5.31 6.54 -9.26 0.310
C 2.56 6.18 -9.20 -0.195
H 4.38 -2.39 7.00 0.330
C 2.41 5.09 -12.29 -0.733
H 3.87 0.21 4.72 0.246
H 2.12 3.90 -6.93 0.244
C -2.43 -2.29 7.35 0.217
H 1.15 4.91 -10.22 0.339
C -1.33 -3.09 2.21 -0.722
H -1.50 -2.13 9.24 0.226
H -5.46 -2.37 2.18 0.377
C 1.29 -3.47 -1.48 -0.498
H -4.98 -4.07 1.98 0.346
O -5.07 -1.05 6.06 -0.251
C -0.37 -1.79 -1.55 -0.632
C 3.84 -2.75 6.13 -0.629
H 2.36 5.56 -3.77 0.302
H -0.80 -2.45 2.92 0.281
H -3.16 -4.53 0.47 0.294
O 3.65 5.29 -9.32 -0.337
O 2.31 2.97 -3.72 -0.364
O -7.58 -2.61 6.44 -0.512
H 1.88 -3.50 5.62 0.283
H -3.21 -3.49 -0.96 0.135
H 0.67 6.61 -10.09 0.367
H 3.27 4.48 -5.72 0.366
H -7.03 -0.05 7.59 0.344
C -3.55 -2.82 3.01 0.230
H -4.67 -4.36 -0.47 0.339
O -3.09 -0.62 5.14 -0.485
C 4.78 5.87 -9.95 -0.805
H 3.01 4.41 -11.68 0.323
```

Values from the calculation:
- energy (Ha) = -2133.8126
- structure (SMILES) = C=COC(=O)ON(C)C(C)=O.COCCOC.COCCOC.COCCOC.COCCOC.COCCOC
- HOMO (eV) = -9.0302
- molar mass (g/mol) = 609.8
- lowest unoccupied orbital energy (eV) = 0.6

---

[3]
C30H55Cl2F3GaN2O7S as an isolated structure, computed with ωB97M-V/def2-TZVPD.

Geometry as XYZ:
```
101
Properties=species:S:1:pos:R:3:mulliken_charge:R:1
F 0.29 0.03 1.09 -0.212
C 2.79 -6.74 -1.49 -0.701
Cl -3.49 -2.37 -1.64 -0.238
C 4.23 3.49 -0.18 -1.902
H 1.17 4.94 0.23 0.421
H 1.86 4.01 -1.09 0.397
O -2.48 -4.49 2.79 -0.740
H -5.49 4.63 0.97 0.342
C 5.74 3.90 2.46 -1.883
H 3.65 -7.19 -2.03 0.326
C -0.78 -2.39 0.71 0.124
H 4.30 2.36 4.10 0.353
H 2.58 5.56 -0.65 0.476
H 4.93 2.82 0.31 0.354
H -4.53 -5.28 0.59 0.270
H -5.08 6.12 -2.46 0.461
H 1.66 -3.59 -1.14 -0.240
H -1.07 -2.34 1.77 0.285
C -5.39 3.90 0.16 -1.354
C 4.44 5.12 4.14 -1.942
C -3.66 2.25 -1.56 1.969
Ga -1.28 -4.20 -0.12 -0.516
H -3.82 2.87 1.24 0.276
C 3.18 1.94 2.31 -0.358
C 2.11 4.66 -0.24 -1.942
C 0.36 -5.31 -0.62 -0.546
C -3.51 1.22 -2.68 -1.571
H 5.09 4.65 4.88 0.466
H 3.86 2.95 -1.05 0.434
O 3.04 -6.82 -0.09 -0.357
H 0.73 -4.27 -2.46 0.295
H 1.92 -7.34 -1.80 0.478
Cl -3.87 -4.29 -4.02 -0.253
H 2.11 2.00 0.45 0.198
H -1.61 2.98 -1.85 0.428
H -2.94 1.63 -3.52 0.460
H 3.49 5.32 4.63 0.359
O 0.66 -2.09 0.65 -0.341
H -4.46 0.87 -3.06 0.367
O 2.50 5.45 2.31 -0.611
H 2.49 -5.44 -3.15 0.400
C -3.96 -6.02 1.16 -1.026
H -6.52 5.27 -1.90 0.364
C 5.49 -6.13 -0.10 -0.970
C 3.62 2.89 3.42 -1.586
H -1.37 -1.62 0.18 -0.390
H -2.97 0.34 -2.32 0.168
O 3.76 -5.10 1.05 -0.452
H 3.48 -4.67 -1.92 0.344
C 1.32 -4.54 -1.56 -0.036
H -2.57 5.20 -1.26 0.313
C -2.21 2.49 -1.08 -1.769
C -4.47 1.64 -0.42 -1.155
O -1.45 -6.51 2.02 -0.719
O -5.31 3.23 -2.76 -0.618
H 6.46 4.12 3.25 0.496
C -2.01 -6.05 -2.83 -0.842
H 4.04 1.47 1.83 0.324
H -6.42 3.65 -0.14 0.407
N 3.53 4.83 1.81 0.449
C 2.36 2.68 1.27 -1.131
H 2.73 3.14 4.01 0.401
H 5.87 -5.12 -0.28 0.289
H -5.40 2.17 1.45 0.422
H -5.42 1.26 -0.80 0.449
C -2.55 -3.90 -1.70 -0.106
H 0.89 -5.46 0.34 0.424
H 4.79 4.36 -0.54 0.382
H 0.10 -6.32 -0.97 0.583
H 6.02 4.54 1.62 0.327
H -3.02 4.90 0.43 0.310
H -2.14 3.07 -0.17 0.226
F 2.24 -0.67 0.30 -0.292
C -4.65 4.53 -1.03 2.006
C -2.74 -4.72 -2.71 0.609
H -1.03 -5.88 -3.29 0.159
H -3.56 6.34 -0.40 0.497
C -4.74 2.63 0.71 -0.616
C 0.89 -0.86 0.25 1.032
C -5.54 5.64 -1.60 -1.953
N -4.26 3.52 -2.06 0.451
C 4.29 4.19 2.93 2.071
H 1.40 2.97 1.72 0.382
H -5.72 6.40 -0.84 0.461
C -3.38 5.27 -0.53 -1.831
H -2.59 -6.73 -3.47 0.437
H 5.59 -6.75 -1.01 0.276
F 0.53 -0.61 -1.00 -0.288
H -1.73 1.53 -0.85 0.237
C 3.05 3.93 0.72 1.801
H -3.94 0.77 -0.02 0.244
H -4.54 -6.26 2.06 0.383
H 5.90 2.86 2.18 0.326
H 6.05 -6.54 0.75 0.354
H 4.89 6.07 3.85 0.457
H 2.59 1.13 2.73 0.410
C 4.03 -5.97 0.33 0.639
S -2.32 -5.39 1.63 1.136
C 2.60 -5.32 -2.05 -0.939
H -1.95 -6.50 -1.84 0.155
H -3.79 -6.94 0.58 0.289
```

Values from the calculation:
- multiplicity = 3
- energy (Ha) = -5355.1590
- HOMO (alpha / beta) (eV) = -5.6664 / -5.6664
- charge = -1
- expectation value of S² = 2.01
- molar mass (g/mol) = 785.5
- lowest unoccupied orbital energy (alpha / beta) (eV) = 2.3 / 1.8

---

[4]
C28H40AsF6NO2Pb as an isolated structure, computed with ωB97M-V/def2-TZVPD.

Geometry as XYZ:
```
79
Properties=species:S:1:pos:R:3:mulliken_charge:R:1
C -3.28 5.59 0.40 -1.541
F -2.40 -3.51 2.15 -0.375
C 3.94 -0.61 2.19 -1.465
H -5.93 3.89 -1.05 0.451
C 4.66 1.63 3.09 -2.073
H -6.04 0.20 0.25 0.483
H -2.21 5.69 0.25 0.364
C 2.04 0.92 0.37 0.351
N 0.09 1.82 -0.72 0.246
C 5.57 3.12 -1.96 -1.532
H 4.82 1.23 4.09 0.437
F -1.37 -3.87 -0.05 -0.611
O 1.64 -0.22 0.33 -0.411
H -4.72 -2.31 0.41 0.494
H 5.59 1.53 2.55 0.426
C -3.21 3.24 -0.39 -0.534
O -1.42 -0.48 -0.38 -0.449
H 4.40 2.69 3.20 0.480
H -3.39 0.29 2.82 0.347
H -2.30 -0.88 2.04 0.322
H 2.93 5.37 -2.25 0.477
C -4.00 -1.60 -0.01 -1.433
H 4.74 -0.69 1.46 0.361
C -1.95 0.64 -0.28 0.773
H 6.15 2.66 -1.16 0.395
H -5.97 -0.82 1.68 0.455
C 4.42 4.03 -1.43 1.759
H 6.25 3.76 -2.53 0.464
F -0.34 -4.24 3.34 -0.342
F 0.61 -4.71 1.07 -0.431
H 4.31 -1.00 3.14 0.480
F -0.17 -2.39 1.51 -0.664
H -2.64 5.21 -2.23 0.359
H 1.99 1.93 3.51 0.387
H -4.12 4.37 -2.72 0.422
C 3.53 0.85 2.43 1.912
H -1.26 4.00 -0.86 0.795
H 2.53 0.45 4.29 0.469
C -4.03 -0.34 0.83 2.015
C -5.42 4.51 -0.31 -2.077
H 5.53 4.60 0.40 0.345
C -1.85 3.14 -0.60 0.151
C 3.78 4.79 -2.58 -1.970
C 3.50 3.02 -0.79 0.342
C 2.24 2.76 -1.28 -0.717
H 4.87 2.70 0.85 0.482
H 1.46 0.34 2.91 0.254
C -3.34 -0.59 2.19 -1.632
C -1.18 1.90 -0.54 -1.022
H -4.95 2.18 0.25 0.932
H -4.20 6.03 -2.11 0.473
C -3.92 4.56 -0.56 1.573
H -3.04 -2.12 0.04 0.135
C 3.94 2.38 0.42 -0.760
C 2.29 0.90 3.33 -1.520
H 4.51 5.49 -3.00 0.424
C 3.20 1.43 1.06 0.121
H -3.83 -1.42 2.70 0.519
C -3.33 0.83 0.17 -0.237
H -3.46 5.30 1.43 0.418
Pb 0.29 -2.08 -0.69 1.667
H 5.19 2.35 -2.63 0.395
C 1.34 1.93 -0.57 -0.192
H -5.65 4.15 0.69 0.494
C -3.69 5.07 -2.01 -1.523
H 3.48 4.12 -3.39 0.434
H -4.25 -1.40 -1.05 0.310
H -5.83 5.51 -0.38 0.424
C -5.49 0.01 1.17 -2.161
C -3.90 2.06 0.02 0.054
As -0.94 -4.37 1.77 1.941
H -3.74 6.56 0.22 0.466
H -5.55 0.87 1.83 0.474
C 4.99 5.05 -0.44 -1.542
H 3.11 -1.24 1.88 0.239
H 4.20 5.68 -0.05 0.411
F -1.63 -5.87 1.64 -0.312
H 1.86 3.26 -2.16 0.654
H 5.70 5.69 -0.95 0.470
```

Values from the calculation:
- multiplicity = 2
- energy (Ha) = -4322.9503
- HOMO (alpha / beta) (eV) = -18.4914 / -18.3586
- charge = +3
- expectation value of S² = 0.93
- molar mass (g/mol) = 818.7
- lowest unoccupied orbital energy (alpha / beta) (eV) = -12.5 / -13.2